Computed, not measured: a structure of composition C35H55CrN2O2P2, with the ωB97M-V functional and the def2-TZVPD basis.

**Charge**: +1
**ΔE to the lowest compared entry with this formula, charge and spin**: 0.0 kcal per mole
**E_HOMO (spin up / spin down)**: -9.77 / -10.05 eV
**Spin multiplicity**: 5

The geometry in XYZ format:
```
97
Properties=species:S:1:pos:R:3:forces:R:3
C -1.633242 -1.267290 -2.074728 -0.01 -0.53 -0.40
C 0.662833 -1.740154 -1.944192 -0.58 0.49 0.04
C -1.788475 -2.159932 -3.122830 -0.55 0.35 0.15
C 0.515792 -2.773363 -2.892889 -0.11 -0.05 -0.57
C -0.716640 -2.982159 -3.487051 0.44 -0.15 0.29
H -2.747196 -2.195286 -3.639427 0.30 -0.05 0.05
H 1.419038 -3.270579 -3.245843 -0.32 0.00 0.07
H -0.839929 -3.740623 -4.262907 0.06 0.25 0.24
N -0.479303 -1.220939 -1.371632 0.74 0.50 -0.73
P -2.447435 0.215863 0.070197 -1.50 -0.46 -0.31
P 2.535456 -0.178948 -0.375461 -0.05 -0.07 1.12
C -2.682481 -0.240579 -1.712383 -0.13 -0.20 -0.06
H -2.588954 0.670663 -2.333440 0.33 -0.51 0.25
H -3.688485 -0.630302 -1.924575 0.35 0.19 0.17
C 0.244707 1.158181 1.597543 1.53 4.36 6.28
O 0.506572 1.812310 2.546043 -1.07 -2.89 -4.10
C 1.908422 -1.041641 -1.796979 0.61 -1.51 0.09
H 2.710018 -1.584450 -2.333578 -0.50 0.45 0.02
C 4.072140 0.674125 -1.275569 -0.23 0.02 0.41
C 3.069941 -1.136843 1.266834 0.23 0.02 -1.07
C -3.154723 1.931054 0.172051 -0.31 -0.30 0.16
C -3.491279 -1.147805 0.903069 0.05 0.40 -0.05
C 3.911006 2.176036 -1.007287 0.26 0.22 0.03
H 3.869394 2.412700 0.064662 0.00 -0.09 -0.21
H 4.768966 2.713846 -1.441938 -0.21 -0.10 0.13
H 3.002378 2.565808 -1.483172 0.21 -0.06 0.17
C 5.415497 0.143432 -0.767116 0.33 0.07 0.07
H 5.582298 0.290270 0.306031 -0.03 -0.09 -0.35
H 5.531300 -0.921423 -1.014916 -0.01 0.36 0.10
H 6.225561 0.677002 -1.294397 -0.30 -0.08 0.15
C 4.105659 0.458564 -2.800268 -0.26 -0.03 -0.06
H 4.856587 1.134655 -3.239848 -0.13 -0.19 0.27
H 4.379619 -0.568064 -3.070591 0.01 0.22 0.07
H 3.150936 0.687429 -3.271925 0.37 -0.08 0.00
C 3.633936 -0.075894 2.230889 -0.03 0.06 -0.02
H 2.871103 0.665416 2.507137 0.18 -0.19 -0.08
H 3.972822 -0.562466 3.160057 -0.13 0.05 -0.26
H 4.494584 0.466916 1.819223 -0.30 -0.17 0.16
C 1.818905 -1.776197 1.880819 -0.21 0.10 -0.15
H 1.003908 -1.049418 2.049759 0.27 -0.32 0.02
H 1.431079 -2.593034 1.252049 0.09 0.20 0.13
H 2.065635 -2.200339 2.870074 0.00 0.14 -0.33
C 4.073881 -2.251113 0.978203 0.20 -0.22 0.28
H 5.044672 -1.884996 0.637598 -0.27 -0.09 0.13
H 4.251165 -2.821287 1.902803 -0.02 0.03 -0.19
H 3.675629 -2.943664 0.226745 0.09 0.08 0.12
C -3.953941 -0.662150 2.279172 -0.14 -0.15 0.31
H -4.454765 -1.500624 2.789995 0.14 0.20 -0.11
H -3.101339 -0.361791 2.904274 -0.20 -0.02 -0.14
H -4.685405 0.155867 2.216902 0.24 -0.27 0.01
C -2.561439 -2.357478 1.079673 0.15 -0.13 0.12
H -2.173910 -2.726352 0.119378 -0.12 0.06 0.26
H -1.712109 -2.119591 1.737749 -0.22 -0.02 -0.21
H -3.135088 -3.171337 1.553291 0.15 0.21 -0.16
C -4.710309 -1.580012 0.065326 -0.11 -0.03 0.10
H -5.334998 -2.231688 0.696174 0.17 0.17 -0.17
H -5.335916 -0.737087 -0.258093 0.17 -0.26 0.09
H -4.419862 -2.169723 -0.814677 -0.07 0.15 0.24
C -2.373945 2.851752 -0.784177 0.04 0.06 0.00
H -2.521749 2.583410 -1.838197 0.01 0.15 0.24
H -2.731353 3.883945 -0.644699 0.04 -0.30 -0.04
H -1.293727 2.833099 -0.591847 -0.34 0.08 0.01
C -2.984473 2.455020 1.607002 -0.15 0.15 0.05
H -1.934026 2.437937 1.924934 -0.29 0.09 -0.10
H -3.334720 3.496822 1.637117 0.11 -0.22 0.05
H -3.568613 1.882500 2.335335 0.16 0.20 -0.19
C -4.632021 1.879621 -0.237053 -0.19 0.44 0.01
H -4.767428 1.434283 -1.232552 0.03 0.11 0.24
H -5.252816 1.334014 0.484524 0.19 0.13 -0.18
H -5.013764 2.909053 -0.287896 -0.01 -0.20 0.01
Cr -0.141983 0.206098 0.035768 0.82 -2.11 -0.37
N 0.393639 1.410845 -1.339907 2.39 -0.17 -4.22
C 1.020371 1.102230 -2.346511 -2.91 1.44 2.89
C 1.108375 1.805295 -3.606292 0.44 -0.20 -1.43
C 1.085851 3.200245 -3.476713 -0.07 0.23 0.10
C 1.137868 1.191929 -4.879020 0.00 0.28 0.71
C 1.069240 4.008194 -4.602742 0.00 -0.47 -0.25
H 1.046358 3.640396 -2.474007 0.06 -0.21 -0.45
C 1.125811 2.006219 -6.009850 -0.09 0.10 0.09
H 1.140680 0.098114 -4.944260 0.08 0.45 -0.04
C 1.077288 3.399528 -5.865713 0.13 0.12 0.05
H 1.041812 5.091956 -4.477570 0.00 -0.34 -0.21
H 1.146307 1.553730 -7.008086 -0.04 0.25 0.45
H 1.058938 4.033411 -6.749244 0.01 -0.18 0.10
C -1.013763 -0.761593 6.308050 -0.36 -0.08 -0.27
C -0.805232 -2.248613 5.949076 0.34 0.27 -0.19
C -0.897928 -2.301380 4.417721 -0.22 -0.26 -0.39
O -0.901312 -0.960827 3.885024 0.03 -0.30 0.80
C -0.925157 -0.013869 4.969293 0.16 0.38 -0.23
H -2.006884 -0.608672 6.744633 0.26 -0.03 0.03
H -0.258168 -0.396596 7.007784 -0.20 -0.08 -0.05
H -1.559506 -2.890630 6.410676 0.21 0.08 -0.03
H 0.189859 -2.580466 6.262118 -0.24 -0.01 0.06
H -0.051181 -2.847916 3.974272 -0.23 0.17 0.09
H -1.823802 -2.805938 4.096297 0.21 0.17 0.04
H -1.780958 0.660869 4.813906 0.18 -0.15 0.06
H -0.012081 0.592501 4.906795 -0.14 -0.10 0.02
```
Positions in Å, forces in eV/Å.

Computed, not measured: a structure of composition C21H31BBr2ClF4NO6S, with the ωB97M-V functional and the def2-TZVPD basis.

**Charge**: 0
**E_HOMO**: -8.54 eV

The geometry in XYZ format:
```
68
Properties=species:S:1:pos:R:3:forces:R:3
C -3.321260 -2.742864 1.917120 -0.21 0.46 0.13
C -2.812533 -1.834083 1.319102 0.53 0.29 0.56
C -2.096436 -0.630061 0.829941 -1.31 -0.46 -0.93
C -0.540077 -0.690073 0.719190 0.84 -0.06 0.72
B -0.011034 0.073488 2.075785 0.62 0.15 1.41
N -0.762110 -0.029988 3.344560 0.27 0.28 -0.28
O 1.197424 0.768231 2.155375 -0.33 -0.41 -1.15
C 0.105803 -0.206299 -0.622626 0.21 2.28 -1.17
C 0.135460 1.387797 -0.622325 0.36 0.64 0.27
C -1.145038 2.198202 -0.259243 -0.18 1.28 0.06
C -0.955818 3.213499 0.927744 0.03 -0.32 0.42
C -1.926950 3.055652 2.117108 -0.25 0.56 0.24
C -3.434675 2.867493 1.790533 -0.03 0.72 1.04
O -3.831579 3.293922 0.487466 0.00 -1.29 0.21
C -4.741229 2.316931 -0.032701 0.08 0.44 -0.17
C -0.737114 -0.364537 -1.920102 -2.63 -2.08 0.17
C -1.593032 -1.704209 -2.063155 2.07 1.44 -3.21
C -2.757187 -1.570705 -3.205302 -0.60 -1.05 1.59
O -1.408189 -2.405796 -3.237521 -0.50 -0.55 3.12
C 1.580472 -0.783076 -0.945565 0.49 -1.52 -1.44
Cl 1.353234 -2.230593 -2.086817 -1.22 -0.30 1.02
C 2.463647 0.194259 -1.854665 0.05 -0.09 -0.68
Br 3.373120 -0.778650 -3.376148 0.54 1.01 -0.02
C 3.570711 1.137616 -1.343418 2.10 0.45 -0.20
C 5.021893 0.557453 -1.157156 -0.55 0.40 0.75
Br 3.368390 2.143906 0.353489 -0.43 -0.07 -0.30
C 2.434916 -1.450689 0.169291 0.27 0.85 0.97
C 3.359118 -2.703203 -0.047014 0.29 -0.44 1.68
F 2.698590 -3.856127 0.235083 -0.59 0.31 -1.01
F 4.177389 -2.623602 1.089046 0.30 0.72 -0.57
C 4.362821 -3.152553 -1.112369 2.00 -2.76 -0.93
F 3.883752 -3.738605 -2.248421 -0.62 0.93 0.21
F 5.405384 -2.365555 -1.468900 -0.77 0.83 0.23
O 1.705138 -1.904150 1.353238 -0.68 0.36 -1.51
S 0.158710 -2.326714 1.161777 -2.14 -1.79 1.48
O -0.189261 -3.384011 0.268908 0.99 0.78 -1.44
O -0.221952 -2.704472 2.488041 0.61 1.21 0.80
H -3.803811 -3.402853 2.609689 0.15 -0.12 -0.47
H -2.399504 0.210870 1.470650 0.34 -0.46 0.09
H -2.591309 -0.371248 -0.124783 0.66 -0.18 0.09
H -0.590849 0.826865 3.870358 0.09 -0.13 -0.05
H -0.368492 -0.760645 3.937305 -0.57 -0.34 -0.29
H 1.832142 0.260413 2.676591 -0.11 0.37 0.27
H 0.927152 1.801736 0.009209 -0.19 -0.50 -0.08
H 0.378785 1.744606 -1.636516 0.05 -0.50 0.31
H -1.376918 2.886020 -1.092968 0.17 -0.63 0.01
H -2.093242 1.665859 -0.146551 0.50 -0.23 0.10
H 0.068879 3.161474 1.341194 -0.35 -0.14 -0.23
H -1.043582 4.253694 0.575302 -0.13 -0.47 -0.13
H -1.843879 3.976197 2.724235 0.08 -0.32 -0.26
H -1.648003 2.250954 2.817548 -0.03 0.15 -0.48
H -4.004048 3.489303 2.512611 0.19 -0.30 -0.21
H -3.741881 1.833482 2.035312 0.11 0.23 -0.59
H -4.268450 1.317777 -0.065861 -0.17 0.29 -0.04
H -5.006617 2.626180 -1.051318 -0.03 -0.10 0.32
H -5.638615 2.257516 0.607687 0.18 -0.01 -0.32
H -1.585297 0.335052 -1.994243 0.78 0.36 0.59
H -0.208460 -0.232540 -2.870872 0.21 -0.15 0.44
H -1.857064 -2.275306 -1.157403 -0.01 0.17 -0.56
H -3.110902 -2.285312 -3.965969 -0.35 1.58 -0.93
H -3.485567 -1.985103 -2.419547 0.47 -0.89 -0.53
H 1.821501 0.764653 -2.531248 -0.22 -0.10 0.83
H 3.704568 1.925920 -2.099181 -0.51 -0.21 0.31
H 5.654669 1.321491 -0.680417 -0.40 -0.10 -0.24
H 4.947958 -0.242997 -0.409887 0.46 -0.12 -0.54
H 5.520339 0.296589 -2.091577 -0.39 -0.42 0.23
H 3.081682 -0.658346 0.588558 -0.16 -0.41 -0.23
H 4.858320 -4.020136 -0.637257 -0.42 0.50 0.49
```
Positions in Å, forces in eV/Å.

Computed, not measured: a structure of composition C38H42GeO4PtSSi, with the ωB97M-V functional and the def2-TZVPD basis.

**Charge**: -2
**ΔE to the lowest compared entry with this formula, charge and spin**: 20.6 kcal per mole
**E_HOMO**: -0.32 eV

The geometry in XYZ format:
```
88
Properties=species:S:1:pos:R:3:forces:R:3
Pt 0.280679 2.258333 -1.032377 0.11 0.30 0.28
C -0.935373 2.649415 0.309941 -0.30 0.37 0.06
Ge -2.140576 1.339160 0.972991 -0.29 0.23 -0.04
C -1.319282 0.060217 2.232092 0.12 -0.08 0.03
C -1.026103 -1.280941 1.993931 0.05 0.01 0.03
C -0.394219 -2.070440 2.946793 0.02 0.00 0.01
C -0.028610 -1.527514 4.167684 0.06 -0.07 0.03
C -0.284760 -0.187615 4.418747 -0.01 0.05 -0.01
C -0.919300 0.589652 3.461377 -0.08 -0.03 0.07
C -3.324207 0.461865 -0.337959 0.08 -0.10 -0.16
C -4.119839 1.329772 -1.089140 0.04 0.01 -0.01
C -5.013179 0.861148 -2.036439 -0.05 0.01 0.00
C -5.138313 -0.503423 -2.261967 -0.04 0.02 -0.04
C -4.355660 -1.384172 -1.535273 0.07 -0.06 0.01
C -3.456438 -0.902328 -0.586856 -0.04 -0.03 0.01
C -3.515159 2.180281 2.142909 -0.04 -0.02 0.20
C -4.435751 1.412525 2.859581 0.02 0.03 -0.02
C -5.355220 1.995989 3.718442 -0.05 0.00 0.03
C -5.373639 3.376274 3.884141 -0.01 -0.02 0.01
C -4.473864 4.158386 3.176523 0.01 0.01 -0.03
C -3.557823 3.561415 2.315196 0.01 0.07 -0.01
H -0.640055 3.350295 1.107749 0.05 -0.13 0.15
H -1.259876 -1.733668 1.044634 0.01 -0.02 -0.17
H -0.167237 -3.105815 2.717014 0.01 0.01 0.01
H 0.479384 -2.135076 4.908120 0.02 0.01 -0.02
H 0.033056 0.259344 5.354162 -0.02 0.00 0.01
H -1.109557 1.636073 3.678257 0.00 0.03 -0.02
H -4.014670 2.399233 -0.946551 0.05 0.03 -0.02
H -5.597965 1.564286 -2.618438 0.00 -0.01 0.00
H -5.831437 -0.874206 -3.009441 0.01 0.00 0.00
H -4.430960 -2.453201 -1.710007 0.00 0.02 0.01
H -2.860483 -1.620760 -0.041284 0.00 -0.01 0.02
H -4.427830 0.332761 2.748815 0.01 -0.03 -0.01
H -6.058637 1.375683 4.263762 0.00 0.00 0.01
H -6.082918 3.835872 4.563180 -0.02 0.00 0.00
H -4.481016 5.236352 3.295488 0.00 0.01 0.00
H -2.858751 4.180897 1.763518 0.03 0.00 -0.01
O 1.590326 2.300813 -2.856539 0.03 -0.03 0.12
C 2.487967 3.188852 -2.997037 0.01 -0.20 -0.37
O 2.774905 4.145362 -2.290019 0.09 0.20 0.15
H 3.096118 3.024625 -3.931052 -0.03 0.07 0.04
C 3.705558 -0.288409 -2.660217 0.00 -0.01 -0.01
C 3.983909 -0.225387 -1.154492 0.08 0.07 -0.06
C 5.106117 -1.198482 -0.797475 -0.01 -0.06 0.01
C 4.423901 1.197429 -0.789568 0.05 -0.05 0.05
Si 2.344454 -0.545052 -0.245752 -0.03 0.01 -0.12
O 1.240863 0.528934 -0.559335 0.61 -0.61 -0.07
C 2.771326 -0.604212 1.602267 -0.06 0.11 0.05
C 2.644552 0.605876 2.293317 -0.05 0.00 0.01
C 3.009103 0.719510 3.628294 0.00 0.00 -0.02
C 3.505636 -0.382209 4.310187 0.05 0.02 0.05
C 3.622125 -1.597882 3.651222 -0.02 -0.02 0.02
C 3.253648 -1.701290 2.316171 0.05 -0.03 -0.03
C 1.703220 -2.256759 -0.798215 -0.15 0.07 0.00
C 0.452578 -2.242053 -1.427967 -0.01 0.00 0.06
C -0.150023 -3.407009 -1.883250 -0.02 0.01 0.01
C 0.487552 -4.628930 -1.719662 -0.01 -0.03 -0.03
C 1.733102 -4.670610 -1.110361 0.02 -0.02 0.00
C 2.328709 -3.497689 -0.661893 0.05 0.02 0.04
H 4.614007 -0.033865 -3.223870 0.03 -0.01 -0.01
H 2.924377 0.421112 -2.939238 -0.02 0.00 0.01
H 3.387121 -1.289965 -2.967971 0.02 -0.03 0.01
H 6.034235 -0.898129 -1.302763 0.02 0.00 -0.01
H 4.879560 -2.219698 -1.116803 -0.01 -0.01 -0.02
H 5.305951 -1.217834 0.277558 0.00 0.03 0.02
H 5.306751 1.480912 -1.377962 0.00 0.03 -0.01
H 4.691028 1.272741 0.268806 0.03 -0.03 0.02
H 3.638196 1.925418 -0.981331 -0.06 0.07 -0.05
H 2.236216 1.463267 1.767946 -0.03 0.02 -0.01
H 2.894364 1.669638 4.137226 0.00 0.00 0.01
H 3.794778 -0.295168 5.352403 -0.02 -0.01 0.00
H 3.991113 -2.470418 4.179767 0.01 0.00 0.01
H 3.342365 -2.665649 1.827945 0.00 -0.01 -0.01
H -0.035932 -1.280114 -1.544942 -0.04 0.02 0.01
H -1.121222 -3.360940 -2.363840 0.00 -0.03 0.01
H 0.019530 -5.541853 -2.070163 -0.01 -0.01 0.00
H 2.243259 -5.619163 -0.983076 0.01 -0.01 0.00
H 3.307013 -3.563225 -0.199015 0.01 0.00 0.02
C -0.086189 1.229683 -5.129592 0.14 -0.06 -0.18
S -0.773984 0.642331 -3.580946 -0.88 0.37 0.20
C -1.541594 -0.863611 -4.216066 0.19 -0.20 -0.29
O -1.979246 1.511766 -3.375101 0.31 -0.14 -0.01
H 0.451405 0.435350 -5.647718 0.04 -0.02 0.01
H 0.603991 2.027925 -4.864210 -0.09 0.01 0.01
H -0.931831 1.594629 -5.712468 0.00 -0.02 -0.09
H -0.857766 -1.424552 -4.855128 0.01 -0.05 0.03
H -2.434615 -0.548491 -4.754777 -0.01 -0.02 -0.07
H -1.822942 -1.473593 -3.362607 -0.11 0.04 0.08
```
Positions in Å, forces in eV/Å.

What is the formula in the second record?
C21H31BBr2ClF4NO6S